#i
# C2H7N3S

A single C2H7N3S molecule (wB97M-V/def2-TZVPD, the OMol25 dataset).

Results
LUMO level (spin up / spin down) ... 0.160 / 0.203 eV
HOMO-LUMO gap (spin up / spin down) ... 7.54 / 7.57 eV
E_HOMO (spin up / spin down) ... -7.38 / -7.37 eV

Geometry (Å):
C1 -0.088 1.270 0.279
C2 -0.438 0.244 1.235
N1 1.660 -0.297 -0.559
N2 1.040 0.870 -0.707
N3 -0.664 -1.674 -1.066
S1 0.809 -1.547 -0.145
H1 -0.920 1.551 -0.369
H2 0.329 2.152 0.770
H3 0.154 0.123 2.123
H4 -1.419 -0.192 1.246
H5 1.731 1.610 -0.796
H6 -1.501 -1.515 -0.523
H7 -0.693 -2.594 -1.489

Mulliken population analysis, charges in e, atoms 1 to 8:
1. C -0.14
2. C -1.09
3. N -0.33
4. N -0.06
5. N -0.50
6. S 0.16
7. H 0.17
8. H 0.33

=====

#ii
# C2H7N3S

A single C2H7N3S molecule (wB97M-V/def2-TZVPD, the OMol25 dataset).

Results
LUMO level ... 0.826 eV
HOMO-LUMO gap ... 9.54 eV
E_HOMO ... -8.71 eV

Geometry (Å):
C1 -1.862 1.237 -0.682
N1 -0.717 0.679 0.012
N2 -0.681 -0.726 -0.287
C2 0.511 -1.185 -0.078
N3 1.557 -0.502 0.518
S1 3.153 -1.073 0.330
H1 -1.897 2.338 -0.467
H2 -1.739 1.102 -1.753
H3 -2.738 0.661 -0.353
H4 -1.035 0.737 0.972
H5 0.733 -2.205 -0.401
H6 1.388 0.464 0.645
H7 3.328 -1.526 1.546

Mulliken population analysis, charges in e, atoms 1 to 8:
1. C -0.74
2. N -0.30
3. N -0.51
4. C 0.07
5. N -0.30
6. S -0.15
7. H 0.27
8. H 0.27

=====

Most stable structure: #ii

=====

#i
# H3N3O2

A single H3N3O2 molecule (wB97M-V/def2-TZVPD, the OMol25 dataset).

Results
LUMO level ... 0.399 eV
HOMO-LUMO gap ... 9.98 eV
E_HOMO ... -9.58 eV

Geometry (Å):
N1 -0.626 -1.090 -0.221
N2 -0.462 0.266 0.036
N3 0.797 0.819 0.138
O1 1.762 0.023 0.096
O2 0.859 2.023 0.042
H1 0.252 -1.481 -0.159
H2 -1.397 -1.534 0.466
H3 -1.185 0.975 -0.398

Just the Mulliken charges please, in e? Sure, here they are:
1. N -0.52
2. N -0.21
3. N 1.08
4. O -0.64
5. O -0.60
6. H 0.29
7. H 0.27
8. H 0.31

=====

#ii
# H3N3O2

A single H3N3O2 molecule (wB97M-V/def2-TZVPD, the OMol25 dataset).

Results
LUMO level ... 0.925 eV
HOMO-LUMO gap ... 11.61 eV
E_HOMO ... -10.69 eV

Geometry (Å):
N1 -0.476 0.341 -1.169
N2 -0.179 0.495 0.199
N3 0.391 -0.436 0.948
O1 0.651 -1.510 0.462
O2 0.504 -0.181 2.099
H1 0.391 0.355 -1.756
H2 -0.938 -0.580 -1.233
H3 -0.343 1.514 0.450

Just the Mulliken charges please, in e? Sure, here they are:
1. N -0.53
2. N -0.26
3. N 1.22
4. O -0.63
5. O -0.64
6. H 0.27
7. H 0.29
8. H 0.27

=====

Most stable structure: #ii

=====

#i
# C15H42N9O7

A 7-piece molecular cluster, C15H42N9O7 overall (wB97M-V/def2-TZVPD, the OMol25 dataset).

Results
LUMO level ... 2.222 eV
Net charge ... -1
HOMO-LUMO gap ... 8.94 eV
E_HOMO ... -6.72 eV

Geometry (Å):
O1 20.680 -17.766 -9.222
H1 20.681 -18.396 -8.476
C1 22.588 -16.202 -2.880
C2 21.102 -15.789 -2.910
C3 21.028 -14.512 -3.736
C4 21.204 -14.754 -5.260
C5 20.187 -15.778 -5.764
C6 20.212 -17.080 -5.013
N1 20.222 -16.852 -3.524
O2 20.292 -18.081 -2.887
C7 18.857 -17.807 -5.405
C8 21.452 -17.854 -5.682
C9 20.640 -15.479 -1.529
H2 22.956 -16.134 -3.904
H3 22.661 -17.224 -2.507
H4 23.281 -15.657 -2.239
H5 20.156 -13.928 -3.441
H6 21.930 -13.967 -3.457
H7 22.238 -15.058 -5.425
H8 20.989 -13.889 -5.887
H9 20.485 -15.977 -6.793
H10 19.167 -15.394 -5.731
H11 18.881 -18.857 -5.113
H12 17.995 -17.313 -4.957
H13 18.655 -17.852 -6.475
H14 22.434 -17.432 -5.469
H15 21.549 -18.802 -5.152
H16 21.291 -17.947 -6.756
H17 19.562 -15.325 -1.483
H18 21.201 -14.730 -0.970
H19 20.619 -16.338 -0.859
H20 21.208 -18.309 -3.064
C10 21.845 -14.538 -10.270
O3 22.125 -13.383 -10.506
N2 22.384 -15.608 -10.834
N3 20.863 -14.899 -9.441
H21 22.045 -16.506 -10.520
H22 23.241 -15.456 -11.346
H23 20.180 -14.172 -9.282
H24 20.751 -15.881 -9.231
C11 19.535 -18.418 -12.540
O4 19.393 -18.392 -13.750
N4 18.957 -17.552 -11.754
N5 20.514 -18.973 -11.930
H25 18.361 -16.813 -12.097
H26 19.360 -17.590 -10.829
H27 20.712 -18.818 -10.951
H28 21.092 -19.650 -12.405
C12 17.276 -18.056 -9.230
O5 16.114 -18.320 -9.513
N6 17.743 -16.880 -8.864
N7 18.142 -18.988 -8.985
H29 17.031 -16.165 -8.809
H30 18.736 -16.747 -8.740
H31 19.077 -18.611 -8.916
H32 17.881 -19.906 -9.314
C13 23.957 -19.118 -9.176
O6 24.909 -19.855 -9.081
N8 23.353 -18.639 -8.139
N9 23.405 -18.793 -10.240
H33 23.628 -18.707 -7.169
H34 22.511 -18.123 -8.354
H35 22.548 -18.298 -10.042
H36 23.525 -19.364 -11.065
C14 21.746 -21.563 -6.723
C15 20.385 -21.119 -7.179
O7 20.494 -20.706 -8.598
H37 22.294 -22.250 -7.368
H38 21.781 -22.077 -5.762
H39 22.427 -20.712 -6.689
H40 19.978 -20.317 -6.563
H41 19.616 -21.889 -7.117
H42 20.718 -19.774 -8.649

Mulliken population analysis, charges in e, atoms 1 to 8:
1. O 1.22
2. H -1.78
3. C -1.59
4. C 1.79
5. C -1.26
6. C -0.89
7. C -0.46
8. C 1.69

=====

#ii
# C15H42N9O7

A 7-piece molecular cluster, C15H42N9O7 overall (wB97M-V/def2-TZVPD, the OMol25 dataset).

Results
LUMO level ... 2.340 eV
Net charge ... -1
HOMO-LUMO gap ... 8.31 eV
E_HOMO ... -5.97 eV

Geometry (Å):
O1 -1.416 0.726 -0.844
H1 -0.783 0.763 -0.118
C1 3.494 -1.882 3.839
C2 2.300 -1.704 2.864
C3 1.923 -0.224 2.763
C4 2.955 0.595 2.004
C5 3.293 -0.033 0.635
C6 2.786 -1.467 0.340
N1 2.706 -2.211 1.567
O2 2.656 -3.597 1.417
C7 1.423 -1.412 -0.372
C8 3.808 -2.018 -0.647
C9 1.076 -2.428 3.447
H2 3.649 -2.943 4.036
H3 3.320 -1.312 4.755
H4 4.404 -1.479 3.389
H5 0.911 -0.115 2.364
H6 1.883 0.174 3.782
H7 3.824 0.735 2.652
H8 2.589 1.614 1.845
H9 4.356 0.082 0.426
H10 2.803 0.609 -0.106
H11 1.382 -1.253 -1.454
H12 0.752 -2.259 -0.218
H13 0.868 -0.559 0.041
H14 3.723 -3.093 -0.852
H15 3.817 -1.476 -1.588
H16 4.832 -2.021 -0.237
H17 1.298 -3.493 3.534
H18 0.239 -2.308 2.762
H19 0.799 -2.050 4.430
H20 3.516 -3.938 1.691
C10 -3.342 2.730 1.626
O3 -4.083 3.129 2.518
N2 -2.091 3.268 1.423
N3 -3.650 1.720 0.771
H21 -1.775 3.965 2.070
H22 -1.500 3.062 0.636
H23 -2.975 1.444 0.060
H24 -4.549 1.286 0.865
C11 0.257 3.998 -1.846
O4 0.471 5.145 -2.215
N4 1.279 3.143 -1.492
N5 -0.979 3.402 -1.817
H25 2.233 3.437 -1.553
H26 1.118 2.166 -1.309
H27 -1.768 3.954 -2.084
H28 -0.903 2.394 -1.666
C12 -4.930 0.339 -2.346
O5 -5.936 0.455 -3.033
N6 -3.776 1.036 -2.580
N7 -4.849 -0.551 -1.303
H29 -3.792 1.904 -3.078
H30 -2.972 0.833 -2.001
H31 -3.955 -0.836 -0.929
H32 -5.573 -1.240 -1.225
C13 -2.138 -1.949 1.542
O6 -2.366 -2.942 2.222
N8 -1.976 -0.701 2.078
N9 -2.019 -1.980 0.176
H33 -1.910 -0.490 3.053
H34 -1.840 0.058 1.428
H35 -1.805 -1.112 -0.318
H36 -2.035 -2.871 -0.281
C14 0.654 0.238 -4.866
C15 -0.649 0.312 -4.050
O7 -0.695 -0.705 -3.040
H37 0.364 0.116 -5.905
H38 1.308 -0.555 -4.500
H39 1.274 1.117 -4.666
H40 -1.525 0.192 -4.694
H41 -0.736 1.287 -3.566
H42 -1.052 -0.221 -2.252

Mulliken population analysis, charges in e, atoms 1 to 8:
1. O 0.88
2. H -0.75
3. C -1.85
4. C 1.39
5. C -0.78
6. C -0.83
7. C -0.94
8. C 1.74

=====

Most stable structure: #ii

=====

#i
# C3H3Br

A single C3H3Br molecule (wB97M-V/def2-TZVPD, the OMol25 dataset).

Results
LUMO level ... 0.741 eV
HOMO-LUMO gap ... 9.98 eV
E_HOMO ... -9.24 eV

Geometry (Å):
C1 -1.049 0.095 0.057
C2 0.379 0.146 -0.028
C3 1.598 -0.113 -0.096
Br1 3.387 0.066 0.051
H1 -1.360 -0.858 0.667
H2 -1.347 -0.211 -0.950
H3 -1.610 0.875 0.298

Just the Mulliken charges please, in e? Sure, here they are:
1. C -1.07
2. C 0.47
3. C -0.24
4. Br -0.04
5. H 0.24
6. H 0.27
7. H 0.37

=====

#ii
# C3H3Br

A single C3H3Br molecule (wB97M-V/def2-TZVPD, the OMol25 dataset).

Results
LUMO level (spin up / spin down) ... -0.691 / -0.930 eV
HOMO-LUMO gap (spin up / spin down) ... 7.68 / 8.21 eV
E_HOMO (spin up / spin down) ... -8.37 / -9.14 eV

Geometry (Å):
C1 0.253 -0.535 -0.303
C2 1.382 -0.519 0.450
C3 -0.586 0.481 -0.226
Br1 -2.520 0.057 0.069
H1 -0.106 -1.430 -0.611
H2 2.068 0.319 0.596
H3 -0.491 1.628 0.025

Just the Mulliken charges please, in e? Sure, here they are:
1. C 0.04
2. C -0.49
3. C -0.37
4. Br -0.14
5. H 0.37
6. H 0.25
7. H 0.33

=====

Most stable structure: #i

=====

#i
# C3H7INP

A single C3H7INP molecule (wB97M-V/def2-TZVPD, the OMol25 dataset).

Results
LUMO level (spin up / spin down) ... 0.532 / 0.532 eV
HOMO-LUMO gap (spin up / spin down) ... 7.86 / 7.87 eV
E_HOMO (spin up / spin down) ... -7.33 / -7.33 eV

Geometry (Å):
C1 -0.886 -0.706 1.413
C2 -0.123 -1.169 0.257
C3 -0.558 0.115 -0.465
N1 0.097 1.309 -0.642
P1 1.825 1.471 -1.128
I1 -2.286 -0.070 -1.568
H1 -1.895 -0.953 1.678
H2 -0.381 -0.063 2.090
H3 0.892 -1.564 0.395
H4 -0.672 -2.052 -0.299
H5 -0.365 2.146 -0.528
H6 2.437 1.398 0.000
H7 1.914 0.139 -1.203

Mulliken population analysis, charges in e, atoms 1 to 8:
1. C -0.78
2. C -0.31
3. C -0.19
4. N -0.33
5. P 0.02
6. I 0.07
7. H 0.31
8. H 0.28

=====

#ii
# C3H7INP

A single C3H7INP molecule (wB97M-V/def2-TZVPD, the OMol25 dataset).

Results
LUMO level ... 0.048 eV
HOMO-LUMO gap ... 8.82 eV
E_HOMO ... -8.77 eV

Geometry (Å):
H1 2.495 0.958 -0.971
N1 1.981 0.130 -1.259
C1 0.998 -0.220 -0.566
C2 0.253 -1.464 -0.910
P1 0.572 0.527 1.091
C3 -1.641 0.615 1.223
I1 0.909 2.879 0.638
H2 0.257 -2.144 -0.058
H3 -0.783 -1.231 -1.156
H4 0.732 -1.942 -1.762
H5 -1.986 -0.408 1.201
H6 -1.966 1.190 0.366
H7 -1.820 1.110 2.163

Mulliken population analysis, charges in e, atoms 1 to 8:
1. H 0.23
2. N -0.61
3. C 0.67
4. C -1.16
5. P 0.03
6. C -1.06
7. I -0.07
8. H 0.33

=====

Most stable structure: #ii

=====

#i
# C4H12N2

An isolated ion of composition C4H12N2 and charge +1 (wB97M-V/def2-TZVPD, the OMol25 dataset).

Results
Multiplicity ... 2
⟨S²⟩ ... 0.754
LUMO level (spin up / spin down) ... -3.109 / -3.158 eV
Net charge ... +1
HOMO-LUMO gap (spin up / spin down) ... 4.42 / 8.07 eV
E_HOMO (spin up / spin down) ... -7.53 / -11.23 eV

Geometry (Å):
C1 0.803 -0.627 1.471
C2 -0.193 0.439 0.891
C3 0.247 0.699 -0.587
C4 -0.518 0.459 -1.707
N1 -0.419 1.272 -2.999
N2 -0.004 -1.744 2.178
H1 1.590 -1.145 0.811
H2 1.450 -0.235 2.231
H3 -1.371 0.204 1.209
H4 0.183 1.310 1.563
H5 1.132 1.263 -0.717
H6 -1.121 -0.422 -1.598
H7 -0.072 2.242 -2.888
H8 0.164 0.732 -3.679
H9 -1.395 1.488 -3.389
H10 -0.990 -1.542 2.197
H11 0.099 -2.740 1.934
H12 0.415 -1.654 3.078

Mulliken population analysis, charges in e, atoms 1 to 8:
1. C -0.62
2. C -0.45
3. C -0.96
4. C -0.50
5. N -0.42
6. N -0.28
7. H 0.37
8. H 0.35

=====

#ii
# C4H12N2

An isolated ion of composition C4H12N2 and charge +1 (wB97M-V/def2-TZVPD, the OMol25 dataset).

Results
Multiplicity ... 2
⟨S²⟩ ... 0.754
LUMO level (spin up / spin down) ... -3.576 / -9.102 eV
Net charge ... +1
HOMO-LUMO gap (spin up / spin down) ... 9.26 / 3.70 eV
E_HOMO (spin up / spin down) ... -12.84 / -12.81 eV

Geometry (Å):
C1 -1.204 -0.110 0.229
C2 -0.631 0.145 -1.147
C3 0.494 -0.852 -1.524
N1 1.810 -0.112 -1.536
C4 -0.080 0.238 1.289
N2 -0.578 0.756 2.523
H1 -1.485 -1.148 0.408
H2 -2.008 0.625 0.340
H3 -0.163 1.111 -1.349
H4 -1.387 0.042 -1.941
H5 0.501 -1.167 -2.562
H6 0.521 -1.668 -0.795
H7 2.096 0.216 -0.618
H8 2.550 -0.718 -1.890
H9 0.590 -0.595 1.508
H10 0.538 1.054 0.829
H11 -1.601 0.844 2.504
H12 -0.341 0.162 3.320

Mulliken population analysis, charges in e, atoms 1 to 8:
1. C -0.61
2. C -0.95
3. C -0.41
4. N -0.57
5. C -0.35
6. N -0.14
7. H 0.35
8. H 0.51

=====

Most stable structure: #ii